A 7-piece molecular cluster, C53H117N7O7 overall. Source: OMol25; level of theory: wB97M-V/def2-TZVPD.

XYZ file:
```
184
Properties=species:S:1:pos:R:3:lowdin_charge:R:1
C 0.14854 4.69117 -0.67065 -0.047
C -0.69305 5.95804 -0.53015 -0.468
C 0.26939 7.13850 -0.16371 -0.085
C 0.80432 7.79587 -1.49143 -0.225
C -0.16770 7.98168 -2.50280 -0.161
C -1.09661 6.75686 -2.92301 -0.476
N -1.54620 6.12990 -1.70495 -0.160
O -2.48683 5.16862 -1.91527 0.005
C -2.23255 7.25209 -3.80386 -0.043
C -0.34416 5.66458 -3.73767 -0.034
C -1.57361 5.81668 0.74464 -0.035
H 0.82834 4.65515 -1.52193 0.066
H -0.47360 3.80359 -0.78570 0.080
H 0.83024 4.61471 0.17643 0.073
H -0.08200 7.88884 0.54453 0.110
H 1.21789 6.74662 0.20355 0.106
H 1.65210 7.25296 -1.90929 0.114
H 1.26765 8.76311 -1.29678 0.117
H 0.47342 8.22803 -3.34920 0.125
H -0.81581 8.82283 -2.25682 0.126
H -2.92151 6.49159 -4.17138 0.082
H -2.90278 7.83166 -3.16905 0.080
H -1.91080 7.95692 -4.57053 0.088
H 0.66111 5.42373 -3.39196 0.057
H -0.91999 4.73995 -3.77735 0.088
H 0.04354 6.09279 -4.66202 0.080
H -2.47835 5.21644 0.64847 0.071
H -1.93425 6.82851 0.92971 0.075
H -1.10174 5.48337 1.66894 0.086
H -3.24180 5.48919 -1.41642 0.107
C -6.34162 -0.30363 -0.12109 -0.060
C -7.08455 -1.47627 0.48759 -0.485
C -7.77985 -2.07055 -0.77834 -0.156
C -8.16837 -3.55216 -0.63802 -0.156
C -6.83834 -4.28672 -0.15024 -0.090
C -6.27238 -3.74906 1.21682 -0.490
N -6.05863 -2.31964 1.11046 -0.148
O -5.36335 -1.77806 2.18180 -0.012
C -7.14388 -4.23043 2.37367 -0.030
C -4.77740 -4.24103 1.31935 -0.025
C -8.18671 -0.98939 1.42780 -0.009
H -5.68342 -0.49109 -0.96946 0.078
H -5.63872 0.23866 0.51135 0.070
H -7.01535 0.44541 -0.53718 0.090
H -8.68504 -1.54503 -1.08258 0.115
H -7.14527 -2.17310 -1.65862 0.108
H -8.53622 -3.94394 -1.58633 0.106
H -8.99679 -3.58759 0.06949 0.097
H -6.05210 -4.26005 -0.90471 0.099
H -7.18358 -5.30020 0.05412 0.109
H -8.20976 -4.06675 2.21491 0.073
H -7.17599 -5.31966 2.39971 0.082
H -6.74672 -3.81178 3.29838 0.087
H -4.79267 -5.29004 1.02366 0.071
H -4.16992 -3.80667 0.52537 0.061
H -4.40161 -4.15557 2.33895 0.083
H -8.13399 -1.68010 2.26936 0.077
H -9.14479 -0.98462 0.90802 0.079
H -8.01359 0.04429 1.72716 0.081
H -4.69707 -1.27165 1.71145 0.018
C 0.75718 0.60784 -1.14331 -0.032
C 0.66204 0.25287 0.38042 -0.435
C 1.10881 1.32072 1.41421 -0.113
C 0.79433 1.05766 2.94922 -0.140
C -0.72700 0.65877 3.05127 -0.085
C -1.19896 -0.51548 2.08769 -0.415
N -0.69089 -0.24260 0.72835 -0.139
O -1.09065 -1.15669 -0.26455 -0.037
C -0.88859 -1.98323 2.57817 -0.007
C -2.76399 -0.46409 1.80794 -0.038
C 1.75403 -0.92291 0.51542 -0.044
H -0.19211 1.11082 -1.32762 0.070
H 0.62569 -0.12835 -1.93630 0.056
H 1.53209 1.33890 -1.37389 0.081
H 2.17414 1.22902 1.20260 0.104
H 0.79125 2.35464 1.27908 0.096
H 1.13213 1.94966 3.47681 0.092
H 1.36614 0.19988 3.30326 0.097
H -1.48598 1.43492 3.14942 0.113
H -0.67899 0.19188 4.03505 0.090
H 0.15919 -2.17950 2.35078 0.064
H -1.05895 -2.07182 3.65112 0.077
H -1.42520 -2.80417 2.10254 0.075
H -3.16567 -1.29975 1.23488 0.065
H -3.10255 -0.55193 2.84030 0.093
H -3.08463 0.47777 1.36277 0.093
H 2.23337 -1.03697 1.48771 0.065
H 2.60657 -0.61107 -0.08794 0.065
H 1.31934 -1.85967 0.16668 0.074
H -1.77264 -0.65811 -0.72050 0.094
C 1.57145 -1.12262 7.53146 -0.020
C 2.52029 0.05255 8.06269 -0.430
C 2.94915 0.80142 6.77725 -0.157
C 1.99584 1.83113 6.28327 -0.223
C 1.57807 2.84268 7.35034 -0.119
C 0.93107 2.08208 8.49270 -0.517
N 1.84101 1.02790 8.98914 -0.070
O 1.41453 0.28032 10.16753 -0.022
C 0.56212 3.02708 9.67503 -0.037
C -0.37251 1.55435 7.94823 -0.044
C 3.79184 -0.52873 8.77545 -0.036
H 1.44919 -1.88790 8.29795 0.071
H 1.76672 -1.77446 6.67994 0.074
H 0.61881 -0.66783 7.25992 0.053
H 3.93806 1.25608 6.83584 0.119
H 3.03911 0.08206 5.96329 0.115
H 1.26289 1.44568 5.57454 0.077
H 2.56651 2.34846 5.51204 0.108
H 0.95004 3.66570 7.00929 0.126
H 2.54432 3.30330 7.55596 0.125
H 1.33992 3.15506 10.42786 0.076
H 0.21552 4.02274 9.39823 0.081
H -0.16172 2.65260 10.39887 0.076
H -0.68062 0.75123 8.61769 0.095
H -1.02545 2.42468 7.88269 0.092
H -0.30953 1.13231 6.94523 0.060
H 4.41476 -1.04849 8.04751 0.080
H 3.53913 -1.17097 9.61912 0.072
H 4.49263 0.24494 9.08917 0.078
H 2.15669 0.39597 10.76538 0.090
C 5.21544 -4.28367 -6.53339 -0.052
C 5.26792 -3.92617 -5.04844 -0.445
C 4.86741 -2.36776 -4.93593 -0.120
C 4.39682 -1.87722 -3.53213 -0.155
C 3.30255 -2.83485 -2.90926 -0.114
C 3.66344 -4.39055 -3.01075 -0.433
N 4.12765 -4.69768 -4.39067 -0.163
O 4.42980 -6.00047 -4.44796 -0.018
C 4.68674 -4.66031 -1.83836 -0.022
C 2.29225 -5.11919 -2.79532 -0.041
C 6.73502 -4.12975 -4.49293 -0.025
H 5.67152 -3.47063 -7.09825 0.086
H 4.15413 -4.33167 -6.77706 0.086
H 5.67754 -5.24960 -6.73719 0.082
H 5.78707 -1.83409 -5.17578 0.101
H 4.23552 -2.10780 -5.78518 0.101
H 4.17629 -0.81698 -3.65607 0.070
H 5.19469 -1.82292 -2.79149 0.096
H 2.35898 -2.64141 -3.41952 0.097
H 3.28786 -2.50402 -1.87078 0.094
H 5.51924 -5.36112 -1.90092 0.073
H 5.18260 -3.77817 -1.43332 0.067
H 4.02435 -5.09718 -1.09105 0.071
H 1.67292 -4.69736 -2.00375 0.074
H 1.64005 -4.87183 -3.63291 0.074
H 2.46975 -6.17741 -2.60358 0.080
H 6.88152 -5.20740 -4.56578 0.068
H 6.96323 -3.81914 -3.47335 0.071
H 7.47861 -3.79501 -5.21621 0.078
H 3.83911 -6.19531 -5.17922 0.113
C -3.14741 -5.25462 -1.70980 -0.087
C -3.25699 -3.86569 -2.38572 -0.384
C -1.98338 -3.29358 -2.92955 -0.201
O -2.27655 -2.18187 -3.80493 -0.177
C -1.19342 -1.30714 -3.84444 -0.130
N -4.10702 -4.31648 -3.51611 0.021
H -2.46870 -5.29162 -0.85769 0.066
H -2.78258 -6.06635 -2.33915 0.079
H -4.06018 -5.57854 -1.20977 0.053
H -3.77088 -3.16887 -1.72355 0.130
H -1.38355 -3.97577 -3.53199 0.131
H -1.41304 -3.03846 -2.03641 0.110
H -1.00075 -0.90241 -4.83800 0.086
H -0.21454 -1.65208 -3.51142 0.075
H -1.65138 -0.50481 -3.26596 0.088
H -4.57566 -3.47530 -3.82089 0.061
H -3.68727 -4.75704 -4.32221 0.077
C 5.99949 2.08396 -6.35314 -0.064
C 6.15465 2.56769 -4.90970 -0.417
C 4.76513 2.32245 -4.09374 -0.155
O 3.52400 2.71236 -4.68907 -0.185
C 2.48903 1.79380 -4.95812 -0.096
N 7.27812 1.97901 -4.20110 0.017
H 6.95282 1.95556 -6.86575 0.067
H 5.42924 2.72374 -7.02664 0.078
H 5.57387 1.08084 -6.37934 0.068
H 6.40223 3.62916 -4.90097 0.119
H 5.03017 2.78957 -3.14524 0.108
H 4.78636 1.25674 -3.86591 0.091
H 1.93472 1.55118 -4.05149 0.067
H 2.89057 0.86269 -5.35799 0.081
H 1.72373 2.29388 -5.55170 0.091
H 7.30738 2.12012 -3.20144 0.066
H 8.10692 2.36868 -4.62698 0.071
```

HOMO level   -0.289 hartree
LUMO level   0.36 eV
ΔE to the lowest compared entry with this formula, charge and spin   8.827 eV
Strongest force on any atom   4.5 eV/Å